C5H8N2 | ωB97M-V/def2-TZVPD

Each line ends with the Löwdin charge.
Cartesian coordinates (Å):
1 C -2.08856 0.24165 0.09127  -0.0854
2 C -0.76556 -0.41926 -0.14928  -0.2468
3 N 0.27999 0.09215 0.69487  -0.1584
4 C 1.31640 -0.83060 0.67779  -0.0999
5 C 2.05321 -0.30762 -0.34187  -0.1809
6 N 1.92577 1.09747 -0.47754  0.0987
7 C 0.81795 1.28067 0.13684  -0.2063
8 H -2.75865 -0.05616 -0.71346  0.0741
9 H -2.53876 -0.14086 1.02204  0.0886
10 H -1.98943 1.32746 0.15404  0.0702
11 H 0.23957 -0.39337 -1.27666  0.2217
12 H -0.88049 -1.50447 -0.17921  0.0987
13 H 1.10589 -1.87606 0.90145  0.1220
14 H 2.94126 -0.75793 -0.70046  0.0813
15 H 0.34141 2.24693 0.16017  0.1225

## Properties
Max |F|   0.0704 hartree/bohr
Electronic energy   -304.689469 a.u.
Kohn-Sham gap   0.377 Eh
Net charge   0
Relative energy (zero: lowest compared OMol25 entry of this formula, charge and spin)   383.39 kJ/mol